Below is a cluster of 2 separate species, CH3IO3S2 in total at a distorted geometry, with properties calculated with ωB97M-V/def2-TZVPD.

Each line ends with the natural charge from an NBO analysis.
Atoms and positions in Å:
C  -0.210767  1.030933  -0.008013  -0.86
O  1.439909  -1.566108  0.972933  -0.77
O  -1.247633  -0.718215  -1.703540  -0.92
O  -2.138468  -0.686849  0.667354  -0.91
S  0.316991  -2.275776  0.282192  0.76
S  -1.021782  -0.557704  -0.286233  1.87
I  3.360529  1.025169  -0.091436  0.02
H  0.803706  1.199389  -0.586579  0.28
H  -1.094250  1.571471  -0.339401  0.26
H  -0.208236  0.977691  1.092726  0.26

Force components x, y, z for each atom (eV/Å):
0.802 -1.443 0.002
0.016 -0.313 -0.068
-0.040 0.057 0.380
1.623 0.545 -1.320
0.099 1.414 0.038
-1.339 -1.391 0.119
0.355 -0.114 0.064
-2.480 -0.379 1.292
0.304 0.803 -0.127
0.660 0.822 -0.382

The value obtained for the gap between HOMO and LUMO (alpha / beta) is 0.2987 / 0.2389 hartree. For the relative energy (zero: lowest compared OMol25 entry of this formula, charge and spin), the calculation gives 157.5 kJ/mol. The calculation puts the HOMO energy (alpha / beta) at -10.1 / -10.0 eV.

Below is a structure of composition C32H46BrN3P2Ru at a distorted geometry, with properties calculated with ωB97M-V/def2-TZVPD.

Each line ends with the Mulliken charge.
Atoms and positions in Å:
N  -5.175809  -0.981626  3.101424  -0.38
C  -4.173709  -0.265526  3.644724  -0.44
C  -3.167309  0.362574  2.906224  -0.01
C  -3.143709  0.248074  1.493924  -0.12
C  -4.221009  -0.475226  0.928224  0.07
C  -5.183009  -1.057326  1.758224  -0.54
C  -2.106309  0.915474  0.697724  -0.49
Ru  -0.280409  -0.287226  0.230024  0.32
P  1.587391  0.389174  -1.120876  1.08
C  -2.003009  0.800774  -0.714176  -0.59
C  -1.569609  1.893674  -1.597076  0.22
C  -1.874409  1.845274  -2.978176  -0.40
C  -1.451609  2.842774  -3.864576  -0.64
C  -0.711209  3.924974  -3.370876  -0.28
C  -0.433109  4.034574  -1.997276  -0.58
C  -0.866709  3.031574  -1.128576  0.11
Br  -0.065309  5.263774  -4.570976  0.23
H  -1.708709  1.823374  1.168324  0.74
H  -2.653109  0.070374  -1.208876  0.78
H  -2.396009  0.945274  3.421424  0.49
H  -4.321609  -0.562826  -0.157676  0.60
H  -4.177409  -0.183326  4.741224  0.44
H  -6.017109  -1.617426  1.311424  0.44
H  -2.447109  0.996274  -3.367176  0.50
H  -0.639609  3.121374  -0.061976  0.50
H  -1.684209  2.775374  -4.930976  0.53
H  0.123091  4.896274  -1.617776  0.58
P  -0.780209  -2.622326  -0.286176  1.06
C  2.385091  1.946574  -0.430676  -0.31
C  3.187491  2.875874  -1.349376  -1.39
H  2.998391  1.610374  0.427124  0.50
H  1.542091  2.504374  0.009524  0.13
H  3.526491  3.764974  -0.786276  0.44
H  4.081191  2.386174  -1.768376  0.29
H  2.567791  3.236274  -2.187876  0.22
C  1.290591  0.791474  -2.924876  0.59
C  2.431391  0.685974  -3.943776  -1.42
H  0.863891  1.807774  -2.934376  -0.67
H  0.464991  0.125174  -3.227576  0.23
H  2.047791  0.924074  -4.952676  0.44
H  3.252091  1.388674  -3.728676  0.28
H  2.854691  -0.332726  -3.985176  0.34
C  2.993091  -0.854026  -1.183176  0.14
C  4.441091  -0.382426  -1.366376  -1.50
H  2.707591  -1.569526  -1.977476  0.42
H  2.910191  -1.419426  -0.242076  0.12
H  5.128591  -1.247726  -1.335176  0.45
H  4.598491  0.135074  -2.325476  0.29
H  4.743891  0.304474  -0.556876  0.32
C  0.205991  -4.046626  0.440424  -0.93
C  1.721691  -3.935926  0.277024  -0.51
H  -0.171209  -4.987726  -0.005876  0.55
H  -0.047009  -4.083326  1.515324  0.43
H  2.234891  -4.784426  0.763724  0.49
H  2.022191  -3.927326  -0.784776  0.28
H  2.090691  -3.003226  0.734724  -0.07
C  -0.582309  -3.026426  -2.105476  -0.83
C  -1.437809  -2.136626  -3.012276  -0.99
H  -0.806709  -4.098626  -2.270976  0.67
H  0.487791  -2.874526  -2.338676  0.30
H  -1.235109  -2.340826  -4.078676  0.46
H  -2.516509  -2.297726  -2.839176  0.30
H  -1.219909  -1.073426  -2.813676  -0.12
C  -2.490409  -3.328826  0.015524  -0.53
C  -2.826009  -3.480726  1.503924  -1.25
H  -2.577809  -4.299626  -0.511476  0.58
H  -3.204709  -2.633826  -0.458876  0.27
H  -3.888309  -3.742826  1.643924  0.40
H  -2.221509  -4.274626  1.976424  0.36
H  -2.642509  -2.538226  2.046524  0.27
N  2.492691  -0.194926  3.568124  0.03
C  1.926891  -0.553526  2.402924  -1.29
N  0.884391  0.229774  2.030124  0.40
C  0.828791  1.168474  3.036824  0.34
C  0.002691  2.284674  3.272624  -0.40
C  0.172291  3.026974  4.456224  -1.24
C  1.156691  2.674574  5.394324  -0.62
C  1.994791  1.583674  5.147024  -1.09
C  1.801891  0.868574  3.967324  0.54
H  3.287791  -0.662726  4.057324  0.37
H  2.267791  -1.388726  1.866524  0.50
H  -0.752009  2.640974  2.631524  0.85
H  -0.465909  3.879874  4.650624  0.47
H  1.268891  3.248874  6.303824  0.46
H  2.760891  1.299274  5.857124  0.47

Force components x, y, z for each atom (eV/Å):
0.798 0.514 -0.601
-2.366 -1.254 0.981
1.489 1.074 -1.858
-0.505 -0.604 0.348
2.219 1.197 -0.918
-1.612 -1.074 2.044
0.072 0.834 -0.509
0.854 0.007 0.684
2.242 0.161 -1.397
-0.634 0.080 0.273
0.177 0.223 -0.118
0.060 0.318 -1.069
-0.876 -1.410 0.111
0.689 1.580 -1.269
0.002 -0.419 1.517
0.580 0.870 -0.159
-0.759 -1.463 1.318
-0.197 -0.425 -0.186
0.344 0.147 0.100
-0.209 -0.238 -0.094
-0.153 0.071 0.437
0.034 -0.179 -0.423
0.229 0.312 0.227
0.211 0.363 0.062
-0.061 0.142 -0.415
0.030 0.012 0.385
-0.233 -0.291 -0.116
-0.120 -2.461 -1.678
-0.719 -0.280 0.936
0.057 -0.062 -0.486
-0.279 0.093 -0.332
0.351 -0.021 0.038
-0.210 -0.499 -0.132
-0.396 0.222 0.199
0.268 -0.107 0.255
-0.993 -0.117 0.266
0.521 -0.151 0.040
0.221 -0.356 0.063
0.264 0.179 -0.024
0.081 -0.127 0.501
-0.361 -0.290 -0.098
-0.196 0.451 -0.025
-0.733 -0.629 0.316
0.214 0.543 -0.005
0.078 0.247 0.282
0.132 0.139 -0.325
-0.454 0.334 -0.016
-0.055 -0.271 0.390
-0.082 -0.297 -0.324
0.263 0.552 0.810
0.262 0.038 -0.199
-0.087 0.635 -0.008
0.109 -0.032 -0.391
-0.289 0.390 -0.219
-0.090 -0.058 0.428
-0.070 -0.472 -0.113
0.337 0.550 0.021
-0.243 0.047 -0.106
0.092 0.497 0.334
-0.372 -0.142 0.068
-0.103 0.072 0.502
0.393 0.024 -0.133
-0.054 -0.280 -0.145
-0.233 0.916 0.214
-0.005 -0.134 0.235
0.320 0.544 0.127
0.152 -0.323 0.005
0.424 -0.025 -0.080
-0.370 0.383 -0.155
0.025 -0.312 -0.039
0.694 -2.164 -1.659
-0.304 0.205 0.019
0.996 -1.181 -0.279
-1.139 1.346 0.430
0.712 0.307 1.571
0.188 -0.834 -0.761
0.497 -0.766 -0.316
-0.685 1.030 0.376
-0.109 2.290 2.601
-1.007 0.538 -0.677
0.312 -0.846 -0.609
-0.690 0.153 -0.937
0.030 -0.027 -0.076
0.020 -0.017 -0.017
0.012 0.008 -0.021

The value obtained for the gap between HOMO and LUMO (alpha / beta) is 0.1950 / 0.1200 hartree. Its expectation value of S² is 6.1094. The spin multiplicity is 5. As for the charge: +4. The calculation puts the HOMO energy (alpha / beta) at -18.8 / -18.8 eV.

Below is a cluster of 6 separate species, C32H82N6O10 in total at a distorted geometry, with properties calculated with ωB97M-V/def2-TZVPD.

Each line ends with the Mulliken charge.
Atoms and positions in Å:
C  0.227423  -1.914793  0.723861  -0.58
O  0.914947  -0.689623  0.581129  -0.32
C  0.068148  0.393456  0.217446  -1.12
C  0.922877  1.481160  -0.340160  0.90
C  0.107590  2.684583  -0.774328  -0.87
N  1.619581  0.994103  -1.577571  -0.46
H  -0.235701  -2.177914  -0.235196  0.35
H  -0.484409  -1.939803  1.552566  0.32
H  0.999314  -2.668813  0.885922  0.08
H  -0.667028  0.080164  -0.535630  0.38
H  -0.441296  0.762108  1.117466  0.45
H  1.669111  1.847918  0.368635  0.25
H  0.761224  3.526984  -1.015661  0.29
H  -0.708961  2.913703  -0.084327  -0.05
H  -0.351673  2.549449  -1.757947  0.06
H  1.424541  0.001365  -1.592916  0.20
H  2.611483  1.180242  -1.542251  0.09
C  -3.966445  3.597327  -1.686723  -0.75
O  -2.688694  4.085597  -1.931727  -0.07
C  -2.603452  5.002645  -2.989617  -0.96
C  -2.543833  4.309395  -4.349464  0.80
C  -1.658337  3.096947  -4.398768  -1.38
N  -2.162412  5.289987  -5.394709  -0.64
H  -4.174808  3.434776  -0.630381  0.08
H  -4.327295  2.789364  -2.338003  0.31
H  -4.765685  4.336107  -1.923273  0.36
H  -3.457825  5.689374  -3.014413  0.41
H  -1.691455  5.598585  -2.890268  0.21
H  -3.590142  3.996759  -4.512706  0.19
H  -1.731789  2.582395  -5.360794  0.47
H  -1.876969  2.402753  -3.589559  0.26
H  -0.594964  3.350422  -4.312003  0.24
H  -2.033389  4.743138  -6.242986  0.24
H  -2.996673  5.837672  -5.593939  0.28
C  1.376788  6.200304  -4.513304  -0.54
O  2.780375  6.211656  -4.374327  -0.36
C  3.214489  6.805047  -3.166681  -0.41
C  4.722522  6.664854  -3.057945  -0.83
N  5.251999  5.317401  -3.207883  -0.41
C  4.823315  4.411345  -2.137114  -0.20
C  5.399294  3.040379  -2.291426  -0.76
O  4.483924  2.208439  -2.955313  -0.24
C  4.989515  0.900299  -3.112999  -0.83
H  0.931036  7.201151  -4.557753  0.33
H  0.889295  5.736623  -3.637735  0.05
H  1.157197  5.572767  -5.370270  0.32
H  2.661509  6.380125  -2.317380  0.29
H  2.944532  7.873214  -3.215480  0.44
H  5.007288  7.049427  -2.072740  0.36
H  5.203477  7.291636  -3.809164  0.36
H  4.807962  4.936284  -4.044038  0.32
H  3.725855  4.334232  -2.081990  0.05
H  5.104225  4.849938  -1.173733  0.38
H  5.652343  2.654643  -1.287135  0.38
H  6.355499  3.040970  -2.831987  0.41
H  5.025482  0.453990  -2.106040  0.36
H  6.045683  0.914354  -3.419652  0.30
H  4.394954  0.328138  -3.813992  0.22
C  -3.607099  -9.851181  -5.249608  -0.70
O  -2.675990  -9.069326  -4.534603  -0.30
C  -1.333366  -9.396524  -4.869941  -0.60
C  -0.430992  -8.477599  -4.089445  -0.60
N  -0.515547  -7.124847  -4.576963  -0.27
C  0.171110  -6.153867  -3.750331  -0.60
C  0.098728  -4.780491  -4.355444  -0.47
O  0.829454  -3.908579  -3.499636  -0.27
C  0.902419  -2.593880  -3.976385  -0.71
H  -3.469506  -9.740279  -6.330144  0.30
H  -4.585787  -9.484876  -4.946901  0.24
H  -3.524852  -10.913454  -4.991227  0.28
H  -1.178318  -9.285379  -5.949571  0.36
H  -1.144020  -10.435803  -4.567771  0.41
H  0.590444  -8.869392  -4.068117  0.40
H  -0.738182  -8.587138  -3.028015  0.30
H  -1.486101  -6.855335  -4.681165  0.24
H  1.221121  -6.426222  -3.619643  0.29
H  -0.267674  -6.101534  -2.740554  0.27
H  -0.937102  -4.395809  -4.332334  0.26
H  0.425762  -4.738853  -5.398617  0.33
H  -0.003751  -2.018782  -3.741337  0.29
H  1.094519  -2.452333  -5.047501  0.37
H  1.758471  -2.147717  -3.465838  0.17
C  -5.584719  4.719076  7.263001  -0.53
O  -5.978287  3.411051  7.577186  -0.36
C  -6.438032  2.617257  6.499968  -0.63
C  -5.329494  2.103211  5.599530  -0.50
N  -4.869259  3.084423  4.617692  -0.32
C  -3.807618  2.501487  3.779296  -0.73
C  -3.386485  3.484655  2.744845  -0.18
O  -2.688617  4.533448  3.383741  -0.36
C  -2.571462  5.675056  2.591746  -0.69
H  -6.416292  5.325870  6.895795  0.29
H  -4.801263  4.751558  6.486350  0.20
H  -5.082612  5.100548  8.149030  0.28
H  -7.182068  3.186259  5.929479  0.36
H  -6.895058  1.754605  6.984092  0.33
H  -5.613800  1.174510  5.104718  0.48
H  -4.511908  1.850190  6.300780  0.30
H  -4.383473  3.810440  5.142859  0.04
H  -4.204003  1.611820  3.285404  0.43
H  -2.931528  2.244405  4.392654  0.32
H  -4.275383  3.847229  2.207922  0.32
H  -2.705150  3.094790  1.973663  0.11
H  -3.547819  6.064964  2.286177  0.33
H  -1.852124  5.566903  1.772627  0.22
H  -2.147022  6.469950  3.221030  0.26
C  2.855567  -4.511966  9.330833  -0.70
O  3.443949  -4.624443  8.064920  -0.32
C  3.332360  -3.447769  7.283396  -0.59
C  3.622205  -3.735993  5.837114  -0.62
N  2.424983  -4.255261  5.128363  -0.34
C  2.496261  -4.070593  3.699557  -0.70
C  1.610802  -5.121644  3.025103  -0.56
O  1.746591  -6.426304  3.549420  -0.41
C  3.000063  -7.017162  3.233395  -0.61
H  2.544266  -3.502196  9.610356  0.33
H  3.547267  -4.840606  10.111914  0.24
H  1.972854  -5.159453  9.383828  0.25
H  4.072723  -2.710551  7.654530  0.37
H  2.389261  -2.918731  7.454571  0.40
H  4.370399  -4.537516  5.785407  0.25
H  3.960039  -2.824475  5.351281  0.48
H  2.289764  -5.236753  5.330137  0.29
H  3.536371  -4.205086  3.367141  0.34
H  2.064841  -3.110007  3.414711  0.50
H  1.629420  -5.123174  1.927368  0.40
H  0.572023  -4.858232  3.257776  0.26
H  2.982912  -8.045683  3.580372  0.25
H  3.805895  -6.521438  3.796867  0.20
H  3.217362  -6.914212  2.167518  0.30

Force components x, y, z for each atom (eV/Å):
0.695 -0.213 -0.552
-0.355 0.018 0.056
0.295 -0.262 0.776
0.818 0.960 -1.799
-0.563 0.248 -0.579
-0.793 -0.008 0.766
-0.379 -0.010 0.198
-0.111 0.162 -0.056
-0.073 -0.008 0.212
-0.052 -0.028 0.026
-0.255 -0.060 -0.144
-0.083 -0.419 0.354
-0.024 0.181 0.705
0.275 0.458 0.123
-0.162 -0.618 0.215
0.723 -0.149 -0.275
0.060 -0.249 -0.070
-2.216 0.870 -0.499
0.098 0.120 0.490
0.700 0.136 -0.796
-0.967 0.182 -0.219
0.807 -0.180 -0.042
-0.426 -0.461 0.176
0.651 -0.588 0.048
0.757 -0.532 0.331
0.559 0.343 0.003
-0.014 0.049 0.287
0.007 -0.125 0.337
0.173 -0.333 -0.207
-0.280 -0.046 0.073
-0.122 -0.052 -0.092
-0.114 0.217 0.164
0.194 0.174 -0.036
0.217 0.248 0.008
-0.127 -0.377 0.730
0.054 -0.151 0.096
-0.478 0.505 -0.489
0.036 0.028 0.286
-0.565 -0.454 -0.096
-0.364 0.978 0.163
0.602 -0.427 0.578
-0.263 -0.169 -0.588
0.762 0.299 1.055
0.212 0.037 -0.461
0.223 -0.127 -0.076
-0.205 0.301 -0.209
0.172 -0.151 0.005
0.149 -0.021 0.271
0.131 0.022 -0.066
-0.076 0.063 -0.038
0.333 0.138 -0.144
0.062 -0.245 -0.060
0.293 -0.036 -0.104
-0.281 -0.250 -0.106
-0.079 0.302 -0.100
-0.256 -0.448 -0.259
-0.178 0.068 -0.380
-0.207 0.052 0.040
0.010 0.178 0.238
0.224 0.024 -0.233
-0.185 -0.180 0.266
-0.285 -0.445 0.848
0.404 0.148 -0.335
-0.184 -0.157 0.267
-0.701 0.953 0.601
0.364 -0.455 -0.779
0.294 0.766 0.372
-0.085 0.018 -0.021
-0.093 -0.109 -0.180
0.037 0.004 0.003
0.040 -0.043 -0.003
0.084 0.005 -0.175
0.101 0.278 -0.521
-0.119 0.243 -0.132
-0.061 -0.149 0.063
-0.011 -0.111 -0.152
0.130 0.017 0.026
-0.066 -0.374 -0.267
0.338 -0.101 0.087
0.014 -0.076 0.049
-0.061 -0.591 -0.053
-0.187 0.194 0.073
0.832 -0.143 -0.481
0.111 -0.249 0.199
-0.156 0.068 -0.058
0.609 0.351 0.680
0.538 -0.276 -0.097
-0.278 -0.130 0.318
0.460 0.460 -0.940
-0.385 -0.006 0.407
0.496 1.173 0.585
-0.068 0.151 0.283
-0.294 0.034 0.235
-0.468 0.342 0.138
-0.078 -0.177 -0.092
-0.224 0.046 -0.079
-0.215 0.092 -0.156
-0.045 -0.241 -0.172
-0.343 -0.021 -0.370
0.097 -0.086 0.078
-0.030 -0.296 -0.143
0.017 0.191 0.195
-0.169 -0.492 0.117
0.024 -0.274 -0.423
-0.382 -0.272 -0.308
-0.037 -0.259 0.035
-0.332 -0.417 0.742
-0.185 0.195 -0.448
0.878 0.948 0.768
-1.229 -1.115 -0.242
0.033 0.756 0.581
-0.011 -1.092 -0.334
-1.250 0.252 0.320
0.435 -0.281 -0.273
0.085 0.624 0.583
0.069 0.114 -0.300
0.112 -0.061 -0.167
-0.002 0.090 0.011
0.121 -0.265 -0.103
-0.336 -0.459 -0.387
0.527 0.514 0.088
0.079 -0.026 -0.120
0.049 -0.015 0.089
-0.039 0.438 -0.342
0.481 0.235 -0.120
0.604 0.031 0.039
0.074 -0.017 0.113
-0.147 -0.139 -0.294
-0.021 -0.004 -0.169
-0.005 -0.286 -0.056

The value obtained for the gap between HOMO and LUMO is 0.3384 hartree. Its SMILES is COC[C@H](C)N.COC[C@H](C)N.COCCNCCOC.COCCNCCOC.COCCNCCOC.COCCNCCOC. For the relative energy (zero: lowest compared OMol25 entry of this formula, charge and spin), the calculation gives 562.2 kJ/mol. The calculation puts the HOMO energy at -8.6 eV.